Molecular formula: C5H7N2P
Method: DFT, ωB97M-V/def2-TZVPD

## Properties
SMILES string: c1cnccn1.C=P
Charge: 0
Energy relative to the best compared isomer or geometry (same formula, charge and spin) in kJ/mol: 203.5
E in eV: -17564.6113

Geometry (Å):
1 H 2.25698 1.93092 -0.38393
2 H -0.02052 1.74804 1.15081
3 H 2.04216 -1.36508 -0.47556
4 H 1.14300 0.85711 -1.03901
5 P 2.84084 -0.31184 0.10961
6 C 2.04250 0.95934 -0.48548
7 C -0.52349 -0.27481 1.47126
8 C -1.64046 -1.32072 -0.23004
9 N -0.93287 0.90101 -0.52217
10 H -1.81347 0.00766 -2.08240
11 C -0.48087 0.87487 0.70425
12 C -1.47584 -0.18383 -1.01387
13 H -0.08726 -0.22797 2.39266
14 N -1.11364 -1.34613 1.00830
15 H -2.23705 -2.24856 -0.60442


Molecular formula: C5H7N3
Method: DFT, ωB97M-V/def2-TZVPD

## Properties
SMILES string: Cc1nnc2n1CC2
Charge: 0
Energy relative to the best compared isomer or geometry (same formula, charge and spin) in kJ/mol: 311.8
E in eV: -9766.1564

Geometry (Å):
1 H -0.36684 1.21439 -2.95290
2 C 0.02531 -0.51289 2.17948
3 C 0.11469 0.97447 1.53517
4 H 0.98230 1.59940 1.76169
5 H 0.89153 -0.88804 2.68944
6 H -0.80250 1.63462 1.77853
7 H -0.92668 2.32879 -1.65683
8 C -0.03535 0.40736 -1.07685
9 H 0.81825 2.01860 -2.13704
10 C 0.15687 -0.92420 0.67048
11 N 0.03077 -1.74540 -0.26129
12 N -0.05225 -0.94728 -1.44680
13 C -0.17322 1.57922 -1.96990
14 N -0.00700 0.38673 0.25773
15 H -0.92650 -0.90984 2.63936


Molecular formula: C5H7N3
Method: DFT, ωB97M-V/def2-TZVPD

## Properties
Charge: 0
Energy relative to the best compared isomer or geometry (same formula, charge and spin) in kJ/mol: 486.5
E in eV: -9764.3451

Geometry (Å):
1 H 2.60223 0.05210 -1.26044
2 C 1.76849 -0.32861 -0.82212
3 H 1.42974 -1.10805 -1.50581
4 C -2.43343 -0.08521 -0.61942
5 H 2.75940 -0.06496 1.06308
6 N -1.22964 0.67189 1.15718
7 C -2.47270 0.39976 0.72775
8 N -0.48505 0.34175 0.05858
9 H 1.54225 1.88833 0.29362
10 C 0.93605 0.42390 0.06162
11 C 1.90473 -0.51700 0.66473
12 H -3.41154 0.34906 1.25396
13 H -3.30678 -0.51751 -1.14619
14 N -1.13213 -0.10978 -0.98790
15 H 1.52837 -1.39570 1.06136